5 unconnected molecules or ions with the total composition C20H33F2N4O14S in a non-equilibrium geometry. Source: the Open Molecules 2025 dataset; level of theory: wB97M-V/def2-TZVPD.

The charge is +1. For the HOMO energy, the calculation gives -12.05 eV. For the lowest unoccupied orbital energy, the calculation gives -4.092 eV. The value obtained for the max |F| is 0.055 Eh/bohr. The value obtained for the molar mass is 623.561 u.

Structure (XYZ):
```
74
Properties=species:S:1:pos:R:3:mulliken_charge:R:1
C -1.99956 0.26194 0.28244 -1.197
C -3.05790 -0.03827 -0.76712 0.697
N -4.16021 -0.49574 -0.36092 -0.656
C -2.74866 0.20060 -2.26936 -0.757
N -2.67542 -1.12772 -2.90925 0.380
C -3.76385 -1.78579 -3.41796 0.119
C -3.30099 -2.97580 -3.87067 -0.796
S -4.33545 -4.20595 -4.59916 -0.192
N -1.95737 -2.97814 -3.64218 -0.064
C -1.59063 -1.84038 -3.05614 -0.003
N -0.26467 -1.54213 -2.65163 0.542
C 0.20666 -2.71499 -1.93930 0.506
O 0.95384 -3.52017 -2.38251 -0.423
F -0.34270 -2.77825 -0.75820 -0.161
C 0.60331 -1.22945 -3.77407 0.510
O 1.32239 -0.28856 -3.71607 -0.363
F 0.60273 -2.00999 -4.84098 -0.210
H -1.02361 -0.15314 0.01633 0.257
H -2.31837 -0.17791 1.22490 0.408
H -1.95414 1.35299 0.36622 0.340
H -4.79279 -0.66874 -1.14797 0.191
H -1.81043 0.74027 -2.40390 0.187
H -3.53411 0.79939 -2.73125 0.539
H -4.75865 -1.37710 -3.39643 0.562
H -4.72067 -4.93671 -3.52069 0.208
H -1.39300 -3.78316 -3.89222 0.329
C 0.83086 -3.55907 2.00938 -0.640
O 0.71042 -3.62434 3.42478 -0.332
C -0.13698 -2.72616 3.93159 0.822
O -0.76441 -1.91727 3.29705 -0.554
O -0.16546 -2.88166 5.24958 -0.360
C -1.03882 -1.97836 5.93428 -0.744
H 1.53827 -4.32625 1.70469 0.310
H -0.12879 -3.75979 1.53605 0.267
H 1.21425 -2.58629 1.70124 0.283
H -2.06914 -2.11581 5.61122 0.365
H -0.72515 -0.94742 5.77748 0.356
H -0.97329 -2.20271 6.99509 0.222
C 1.26463 -0.80678 12.71601 -0.628
O 0.89251 -0.70408 11.33984 -0.319
C 1.56793 -1.51690 10.52993 0.789
O 2.42446 -2.29143 10.85806 -0.530
O 1.12599 -1.32093 9.28473 -0.303
C 1.76813 -2.13420 8.30317 -0.611
H 0.64876 -0.10116 13.26673 0.220
H 1.07340 -1.81036 13.09207 0.294
H 2.31178 -0.54205 12.85187 0.295
H 1.59594 -3.19047 8.50526 0.328
H 2.83571 -1.92390 8.26375 0.370
H 1.32968 -1.88890 7.34048 0.095
C -3.09922 5.84753 -5.85233 -0.630
O -2.66741 4.56165 -6.31094 -0.342
C -1.71429 4.00934 -5.57043 0.715
O -1.21248 4.48139 -4.58722 -0.533
O -1.40691 2.82090 -6.10774 -0.368
C -0.38564 2.12103 -5.40834 -0.312
H -3.87182 6.18693 -6.53610 0.223
H -3.52017 5.77695 -4.85082 0.293
H -2.27514 6.55792 -5.87040 0.303
H -0.69757 1.90518 -4.38394 -0.029
H 0.54438 2.68637 -5.41394 0.322
H -0.22178 1.17805 -5.92766 0.370
C 3.15435 1.67770 -4.40975 -0.546
O 4.47517 2.01438 -3.99503 -0.345
C 4.68764 3.32865 -3.87725 0.757
O 3.87759 4.19076 -4.08795 -0.547
O 5.94543 3.51087 -3.48791 -0.341
C 6.31616 4.88186 -3.32009 -0.622
H 3.09941 0.60379 -4.47454 0.281
H 2.42108 2.02318 -3.68237 0.271
H 2.94529 2.09474 -5.39587 0.315
H 5.70724 5.35325 -2.55062 0.296
H 6.22687 5.42188 -4.26097 0.298
H 7.35538 4.89488 -3.00400 0.224
```